{"formula": "C3H8O", "method": "ωB97M-V/def2-TZVPD", "elements": ["C", "C", "C", "H", "H", "H", "H", "H", "H", "H", "H", "O"], "coordinates": [[-2.0227, -0.7871, -3.0768], [-1.9828, -0.0979, -1.6857], [-1.0086, 0.8663, -1.5207], [-0.9428, -1.0501, -3.1687], [-2.2832, -0.0467, -3.8653], [-2.7433, -1.6637, -3.0328], [-2.4051, -0.6755, -0.7861], [-0.2767, 0.4753, -0.6977], [-1.1454, 1.9628, -1.7403], [4.1100, -0.6654, 4.7061], [3.7236, 0.8164, 4.6435], [4.0060, 0.1199, 5.2051]], "forces_ev_per_angstrom": [[-1.443, 0.639, 0.822], [0.848, -0.646, -0.367], [-0.486, -0.508, 3.043], [-1.268, -0.423, -0.436], [0.132, -0.642, 0.202], [1.067, 1.002, -0.482], [1.586, 0.064, -1.343], [-1.624, 2.066, -0.355], [1.188, -1.551, -1.084], [0.065, -0.957, -0.933], [-0.355, 0.703, -0.931], [0.289, 0.255, 1.864]], "charge": 0, "de_lowest_kcal_mol": 84.14, "smiles": "C=CC.O"}